Entry 1:
DFT (ωB97M-V with the def2-TZVPD basis set) results for a 2-piece molecular cluster, C29H39ClF9NO10S2 overall in a non-equilibrium geometry.

Cartesian coordinates (Å):
1 C 2.49541 0.55077 5.20243
2 C 1.69680 -0.34404 5.06064
3 C 0.91408 -1.64369 4.75550
4 C 0.26731 -1.70987 3.29884
5 C 0.44898 -0.34989 2.46391
6 C -0.34710 -0.53585 1.09854
7 C 0.67100 -0.04355 -0.03338
8 C 1.41148 -1.28181 -0.74148
9 C 2.15961 -2.23218 0.27064
10 O 3.07663 -3.08790 -0.48279
11 C 2.37711 -4.31516 -0.67318
12 C 2.60036 -5.50603 0.34275
13 O 1.58424 -4.46338 -1.56884
14 N -0.26610 0.71908 -0.93148
15 C 0.44601 1.35312 -2.09281
16 C 1.74319 2.19729 -1.75820
17 C 3.06425 1.66366 -2.49981
18 O 4.11301 1.53741 -1.50364
19 C 4.79999 0.32502 -1.61586
20 C 5.07457 -0.41139 -0.23249
21 O 5.20827 -0.14626 -2.64840
22 C -1.49307 1.37504 -0.28395
23 C -2.48362 1.30551 -1.53556
24 C -3.04468 2.41968 -2.18445
25 C -1.27506 2.85786 0.18327
26 F -0.24366 2.81136 1.15066
27 F -0.72750 3.68666 -0.80463
28 C -2.52188 3.69637 0.69406
29 F -2.68004 4.86428 -0.04455
30 F -3.74957 3.08262 0.63974
31 F -2.34638 4.16453 1.99502
32 C -1.74970 0.24603 0.87096
33 C -2.73694 -0.95634 0.55404
34 C -2.46983 -1.89674 -0.69003
35 C -2.91981 -3.40916 -0.32729
36 C -3.82722 -3.97066 -1.53177
37 S -4.62737 -5.56548 -1.08216
38 O -5.64590 -5.82196 -2.11228
39 O -5.28451 -5.40949 0.21649
40 Cl -3.23436 -7.10433 -1.10038
41 C -2.46649 0.85542 2.17641
42 C -2.56502 -0.03597 3.44750
43 O -3.43070 -0.83374 3.64279
44 F -1.68493 0.12070 4.54275
45 H 3.28507 1.31392 5.34301
46 H 1.59709 -2.54136 4.88389
47 H 0.13151 -1.75838 5.56976
48 H 0.77742 -2.57991 2.77374
49 H -0.81002 -2.01227 3.41377
50 H 1.56617 -0.24711 2.36832
51 H 0.08672 0.55164 3.02587
52 H -0.38067 -1.66792 1.01478
53 H 1.54962 0.50527 0.39393
54 H 0.72543 -1.89174 -1.39358
55 H 2.19648 -0.82708 -1.41180
56 H 2.65569 -1.72138 1.13740
57 H 1.37058 -2.94753 0.67699
58 H 1.71626 -6.20565 0.25510
59 H 2.64224 -5.14068 1.41202
60 H 3.52312 -6.08550 0.06821
61 H -0.71409 -0.07370 -1.43298
62 H -0.18269 1.99120 -2.76795
63 H 0.79707 0.49156 -2.75023
64 H 1.93368 2.36583 -0.65984
65 H 1.58723 3.25287 -2.19309
66 H 2.87935 0.73853 -3.11387
67 H 3.41547 2.46389 -3.22477
68 H 5.25538 -1.50484 -0.39569
69 H 6.04203 0.05052 0.14740
70 H 4.25447 -0.18238 0.50147
71 H -2.70547 0.33036 -2.06932
72 H -2.47999 3.25083 -2.68263
73 H -4.17907 2.45743 -2.19053
74 H -3.82214 -0.62017 0.48426
75 H -2.73272 -1.69801 1.41536
76 H -1.37589 -2.00879 -0.97849
77 H -3.11569 -1.64996 -1.59175
78 H -3.57770 -3.46113 0.58175
79 H -2.02208 -4.08683 -0.29021
80 H -4.67601 -3.22921 -1.67538
81 H -3.24935 -4.03337 -2.49343
82 H -2.00685 1.82416 2.53303
83 H -3.54449 1.00405 1.85617
84 C 0.88372 7.80254 -2.65596
85 F -0.33472 7.59560 -2.10042
86 F 0.65675 8.15098 -3.94185
87 F 1.39140 8.89755 -2.05276
88 S 1.99513 6.32622 -2.50294
89 O 1.29936 5.24205 -3.20140
90 O 2.12778 6.09455 -1.07384
91 O 3.23655 6.71581 -3.13902

Summary:
Highest occupied orbital energy in eV: -8.11
HOMO-LUMO gap in eV: 5.84
Relative energy (zero: lowest compared OMol25 entry of this formula, charge and spin) in eV: 4.203
Net charge: 0

---

Entry 2:
DFT (ωB97M-V with the def2-TZVPD basis set) results for C29H39N4SSi2V as an isolated structure.

Cartesian coordinates (Å):
1 V -0.11907 0.57550 0.12877
2 C -1.55886 3.24195 1.28191
3 C -1.07988 3.54956 -0.15827
4 N 0.16564 2.82853 -0.45572
5 C 1.30355 3.43063 0.26902
6 C 2.29389 2.41652 0.84726
7 N 1.65199 1.22806 1.42653
8 C 1.24787 1.37739 2.82795
9 C 0.04115 2.30745 2.93112
10 N -0.91257 2.05776 1.85237
11 H -2.63644 3.08200 1.25063
12 H -1.38659 4.10888 1.92837
13 H -0.94464 4.63368 -0.27835
14 H -1.83118 3.22679 -0.87013
15 H 0.34362 2.86971 -1.45235
16 H 0.88788 4.04251 1.06852
17 H 1.85021 4.12378 -0.37754
18 H 2.91994 2.92677 1.59186
19 H 2.95248 2.07052 0.05462
20 H 2.29546 0.44939 1.34094
21 H 2.06878 1.75111 3.45288
22 H 0.97655 0.38500 3.18578
23 H 0.36205 3.34875 2.87472
24 H -0.41074 2.18667 3.92192
25 H -1.61284 1.37845 2.13239
26 C 2.36591 1.75758 -2.65560
27 Si 1.88210 0.20842 -1.60103
28 C 3.58993 -0.34191 -0.86412
29 C 1.65939 -1.10544 -2.94507
30 C 2.61676 -1.45241 -3.90530
31 C 2.37141 -2.46047 -4.82413
32 C 1.15743 -3.14321 -4.78418
33 C 0.20353 -2.80235 -3.83773
34 C 0.43218 -1.77781 -2.90977
35 Si -0.83349 -1.22318 -1.57006
36 C -2.40522 -1.13550 -2.66332
37 C -1.11579 -2.85995 -0.62265
38 H 3.16448 1.47924 -3.35173
39 H 2.72161 2.62907 -2.09508
40 H 1.51880 2.07762 -3.27435
41 H 4.33385 -0.44434 -1.66209
42 H 3.47504 -1.33385 -0.41510
43 H 4.03383 0.31504 -0.10757
44 H 3.57129 -0.93197 -3.93583
45 H 3.11822 -2.72066 -5.56655
46 H 0.96155 -3.94048 -5.49340
47 H -0.73478 -3.34864 -3.81849
48 H -2.44811 -2.02465 -3.30081
49 H -2.39759 -0.26161 -3.32324
50 H -3.31784 -1.09989 -2.06728
51 H -1.34155 -3.67023 -1.32553
52 H -1.95586 -2.76966 0.07192
53 H -0.23151 -3.14824 -0.04916
54 S -2.28980 -2.01404 3.25841
55 C -0.60791 -2.50937 3.33529
56 C -0.01672 -3.43281 4.17100
57 C 1.34713 -3.70267 4.03684
58 C 2.08181 -3.05107 3.05111
59 C 1.49597 -2.11744 2.20889
60 C 0.13263 -1.80895 2.35032
61 N -0.56161 -0.90054 1.62993
62 C -1.89093 -0.89750 1.94337
63 C -2.82686 -0.19769 1.16161
64 C -4.22025 -0.26380 1.41119
65 C -5.10699 0.42586 0.60471
66 C -4.63014 1.15477 -0.48397
67 C -3.25462 1.17005 -0.75323
68 C -2.29582 0.54008 0.02949
69 H -0.60795 -3.95241 4.91601
70 H 1.82101 -4.42989 4.68311
71 H 3.13200 -3.28804 2.92393
72 H 2.06390 -1.66758 1.40139
73 H -4.59865 -0.86087 2.23563
74 H -6.17085 0.37873 0.80890
75 H -5.31930 1.67465 -1.14020
76 H -2.93983 1.68267 -1.66167

Summary:
Spin multiplicity: 4
Highest occupied orbital energy (alpha / beta) in eV: -1.69 / -3.12
HOMO-LUMO gap (alpha / beta) in eV: 4.01 / 5.43
Net charge: -1